Record 1
DFT (ωB97M-V/def2-TZVPD) results for C39H41FKN14O3S as an isolated structure.

Summary:
Relative energy (zero: lowest compared OMol25 entry of this formula, charge and spin) in eV: 1.8898
Net charge: +1
LUMO level in eV: -3.2457
HOMO energy in eV: -9.2
E in Eh: -3601.02674

Geometry (Å):
1 K -1.1273 0.9351 0.5458
2 N 0.1620 -0.1188 3.9551
3 C -0.4690 -1.2145 3.5073
4 N -0.4741 -2.2840 4.3075
5 C -1.0569 -3.3634 3.7984
6 N -1.0575 -4.4840 4.5434
7 N -1.6153 -3.4311 2.5849
8 C -1.5628 -2.3093 1.8782
9 N -1.0085 -1.1795 2.2807
10 C -2.1844 -2.3577 0.5434
11 C -2.8044 -3.5286 0.1041
12 C -3.3781 -3.5493 -1.1533
13 C -3.3140 -2.4021 -1.9272
14 C -2.6812 -1.2851 -1.3985
15 N -2.1295 -1.2617 -0.2010
16 H 0.3753 -0.0964 4.9385
17 H 0.0214 0.7822 3.4843
18 H -0.7702 -4.4082 5.5014
19 H -1.6383 -5.2534 4.2650
20 H -2.8323 -4.3899 0.7493
21 H -3.8722 -4.4382 -1.5216
22 H -3.7509 -2.3763 -2.9126
23 H -2.6149 -0.3596 -1.9535
24 C 2.4791 0.8199 -6.1271
25 C 3.1491 1.5769 -4.9847
26 N 2.6453 1.1264 -3.7046
27 C 1.5861 1.8147 -3.1684
28 C 0.9684 1.4977 -2.0169
29 C -0.0559 2.4610 -1.3540
30 O 0.4964 3.3993 -0.7710
31 O -1.2425 2.1631 -1.4444
32 C 1.3938 0.3581 -1.2470
33 O 0.9366 0.0352 -0.1545
34 C 2.5118 -0.3820 -1.8557
35 C 3.0213 -1.4741 -1.1657
36 C 4.1443 -2.1288 -1.6001
37 F 4.6188 -3.1388 -0.8231
38 C 4.7835 -1.7609 -2.7920
39 C 4.2251 -0.7202 -3.5227
40 C 3.1227 0.0212 -3.0623
41 N 5.9453 -2.4029 -3.3019
42 C 6.3820 -3.6309 -2.6471
43 C 7.5271 -4.2453 -3.4711
44 N 7.4997 -3.6093 -4.8086
45 C 7.9122 -2.1879 -4.7090
46 C 7.0867 -1.5433 -3.5754
47 H 2.8323 1.1959 -7.0821
48 H 1.4021 0.9588 -6.0764
49 H 2.6869 -0.2455 -6.0597
50 H 2.9235 2.6417 -5.0703
51 H 4.2357 1.4672 -5.0135
52 H 1.2766 2.6832 -3.7308
53 H 2.5207 -1.7730 -0.2582
54 H 4.6742 -0.4698 -4.4699
55 H 5.5349 -4.3186 -2.6131
56 H 6.7309 -3.4650 -1.6193
57 H 7.3963 -5.3235 -3.5647
58 H 8.4982 -4.0551 -3.0113
59 H 6.5141 -3.6153 -5.1103
60 H 8.0734 -4.1165 -5.4870
61 H 7.7332 -1.7030 -5.6700
62 H 8.9787 -2.1363 -4.4877
63 H 6.7415 -0.5571 -3.8798
64 H 7.7073 -1.4135 -2.6766
65 N -7.8428 3.4223 2.7517
66 C -8.8609 3.6522 3.6371
67 C -10.0856 4.2920 3.5242
68 C -10.8746 4.3346 4.6553
69 C -10.4624 3.7590 5.8622
70 C -9.2494 3.1176 5.9836
71 C -8.4341 3.0617 4.8538
72 N -7.2019 2.5038 4.6761
73 C -6.8703 2.7295 3.4301
74 C -5.6212 2.2854 2.8443
75 C -4.7175 1.5825 3.6457
76 C -3.5325 1.1511 3.0841
77 N -3.2018 1.3714 1.8203
78 C -4.0485 2.0465 1.0579
79 C -5.2664 2.5197 1.5141
80 H -7.8060 3.7161 1.7912
81 H -10.4128 4.7399 2.5978
82 H -11.8361 4.8244 4.6166
83 H -11.1124 3.8206 6.7226
84 H -8.9212 2.6697 6.9091
85 H -4.9660 1.3952 4.6773
86 H -2.8090 0.5974 3.6688
87 H -3.7266 2.2210 0.0388
88 H -5.9125 3.0605 0.8397
89 S 0.4516 2.6591 2.5341
90 C 1.8774 2.1158 1.9103
91 N 2.6416 1.1618 2.4958
92 C 3.7982 0.8418 1.6918
93 C 3.7353 1.8983 0.5641
94 N 2.5208 2.6300 0.8498
95 H 2.2113 0.5004 3.1239
96 H 3.7448 -0.1804 1.2983
97 H 4.7123 0.9395 2.2881
98 H 3.7071 1.4306 -0.4276
99 H 4.5975 2.5744 0.5952
100 H 1.9603 3.1248 0.1418

=====

Record 2
DFT (ωB97M-V/def2-TZVPD) results for CH2HoLiO as an isolated structure.

Summary:
Relative energy (zero: lowest compared OMol25 entry of this formula, charge and spin) in eV: 0.2850
Net charge: +1
2S+1: 6
LUMO level (spin up / spin down) in eV: -4.8067 / -5.1236
HOMO energy (spin up / spin down) in eV: -8.9 / -9.8
E in Eh: -1069.61165

Geometry (Å):
1 C 0.4880 -0.2075 -0.3138
2 O -0.1653 0.8087 -0.5684
3 H 0.2108 -1.2702 -0.3105
4 Ho 2.8307 0.1245 0.6835
5 Li -1.8697 1.1178 0.2023
6 H -1.4944 -0.5733 0.3069